# 1
2 unconnected molecules or ions with the total composition CH3O3 at a distorted geometry. Source: the Open Molecules 2025 dataset; level of theory: wB97M-V/def2-TZVPD.

Output
orbital gap = 8.74 eV

The geometry in ORCA input format:
```
! wB97M-V def2-TZVPD RIJCOSX def2/J DEFGRID3
* xyz -1 1
O 0.60 -1.86 -1.05
H 0.10 -0.92 -1.24
O -0.29 1.23 1.87
C -0.49 1.17 0.57
O -0.70 0.19 -0.16
H 0.02 2.04 0.12
H 0.77 -1.84 -0.11
*
```

Need the Löwdin charges? In units of e they are:
1 O -0.191
2 H 0.073
3 O -0.204
4 C -0.603
5 O -0.146
6 H 0.079
7 H -0.009

# 2
A molecular structure, C25H40BrCl3EuN3O3Si at a distorted geometry. Source: the Open Molecules 2025 dataset; level of theory: wB97M-V/def2-TZVPD.

Output
orbital gap (spin up / spin down) = 3.78 / 6.43 eV
<S²> = 12.0200

The geometry in ORCA input format:
```
! wB97M-V def2-TZVPD RIJCOSX def2/J DEFGRID3
* xyz 0 7
C 2.90 -2.60 -2.09
C 2.31 -1.79 -3.20
H 2.34 -3.53 -1.94
H 2.90 -2.03 -1.15
H 3.94 -2.89 -2.34
C 2.13 -2.29 -4.44
C 2.45 -3.68 -4.84
H 1.77 -1.65 -5.24
H 1.97 -4.46 -4.23
H 3.53 -3.86 -4.82
H 2.12 -3.83 -5.86
Eu 1.13 0.30 1.98
Cl 2.66 0.90 3.97
Cl 2.46 1.91 0.36
C 0.09 3.28 2.10
O -0.47 2.18 2.40
N -0.52 4.33 1.55
C -1.95 4.29 1.26
C 0.26 5.38 0.89
H 1.17 3.41 2.25
H -2.48 3.85 2.11
H -2.17 3.70 0.36
H -2.30 5.32 1.09
H 1.17 5.55 1.47
H -0.33 6.30 0.85
H 0.55 5.10 -0.13
H -0.68 -5.26 4.07
H -0.33 -3.48 0.63
C -1.52 -4.92 3.44
C -1.17 -3.97 1.14
N -1.09 -3.81 2.59
H -2.33 -4.62 4.10
C -0.62 -2.68 3.14
O 0.02 -1.80 2.51
H -2.09 -3.53 0.75
H -0.88 -2.56 4.21
H -1.85 -5.74 2.79
H -1.17 -5.03 0.93
O 1.16 -0.31 -1.64
C 1.98 -0.33 -2.82
C 0.40 0.13 -4.77
C 1.46 0.54 -3.97
H -0.07 -0.84 -4.57
C -0.02 0.93 -5.83
H 2.95 0.10 -2.49
C 2.11 1.76 -4.22
H -0.87 0.61 -6.43
C 0.62 2.13 -6.10
C 1.70 2.55 -5.30
H 2.94 2.07 -3.57
H 0.27 2.77 -6.90
H 2.21 3.49 -5.50
Si -0.64 -0.42 -1.66
Cl -0.61 -2.49 -1.89
C -2.10 -0.18 -2.91
C -0.60 1.56 -1.76
C -1.36 -0.18 0.12
H -1.90 0.55 -3.70
H -2.95 0.17 -2.32
H -2.38 -1.14 -3.37
H -2.45 -0.32 0.04
H -1.20 0.84 0.53
H -0.98 -0.92 0.84
H -0.47 1.90 -2.78
H 0.26 1.93 -1.19
H -1.51 2.01 -1.34
Br -2.20 -1.97 8.18
C -1.46 -0.53 7.19
C -1.74 0.79 7.53
C -1.20 1.82 6.76
C -0.44 1.47 5.63
N -0.24 0.20 5.27
C -0.63 -0.79 6.07
H -2.37 0.99 8.39
H -1.34 2.87 7.00
H 0.01 2.23 4.99
H -0.29 -1.80 5.84
*
```

Atomic partial charges in e from the Löwdin method, atoms 1 to 8:
1 C -0.070
2 C -0.269
3 H 0.068
4 H 0.069
5 H 0.086
6 C -0.131
7 C -0.104
8 H 0.093

# 3
A gas-phase ion, C3H7N4O3 (charge +1) at a distorted geometry. Source: the Open Molecules 2025 dataset; level of theory: wB97M-V/def2-TZVPD.

Output
orbital gap = 8.15 eV
SMILES string = NC(=[NH2+])/C(O)=C(/N)[N+](=O)[O-]

The geometry in ORCA input format:
```
! wB97M-V def2-TZVPD RIJCOSX def2/J DEFGRID3
* xyz 1 1
N -1.26 -1.63 -0.15
C -0.77 -0.66 0.55
N -0.84 -0.62 1.89
C 0.16 0.33 -0.10
O 0.53 1.14 0.94
C 0.67 0.52 -1.35
N 1.60 1.47 -1.73
N 0.06 -0.05 -2.67
O -0.85 -0.90 -2.56
O 0.55 0.18 -3.72
H -1.28 -1.40 -1.14
H -1.86 -2.31 0.29
H -0.25 0.02 2.45
H -1.18 -1.41 2.43
H 0.96 2.02 0.74
H 2.28 1.99 -0.98
H 1.98 1.39 -2.66
*
```

Atomic partial charges in e from the Löwdin method, atoms 1 to 8:
1 N 0.236
2 C -0.267
3 N 0.209
4 C -0.154
5 O 0.028
6 C -0.107
7 N 0.128
8 N -0.267

# 4
C4H6O2 in the gas phase. Source: the Open Molecules 2025 dataset; level of theory: wB97M-V/def2-TZVPD.

Output
orbital gap = 9.51 eV
SMILES string = O=C=CCCO

The geometry in ORCA input format:
```
! wB97M-V def2-TZVPD RIJCOSX def2/J DEFGRID3
* xyz 0 1
O 2.34 0.85 -1.34
C 1.52 0.07 -1.03
C 0.65 -0.88 -0.76
C -0.61 -0.72 0.05
C -0.87 0.72 0.45
O 0.29 1.36 0.94
H 0.91 -1.85 -1.18
H -1.47 -1.10 -0.51
H -0.55 -1.35 0.96
H -1.69 0.77 1.18
H -1.17 1.31 -0.42
H 0.66 0.82 1.65
*
```

Atomic partial charges in e from the Löwdin method, atoms 1 to 8:
1 O 0.169
2 C -0.206
3 C -0.102
4 C -0.200
5 C -0.271
6 O -0.066
7 H 0.110
8 H 0.113

# 5
2 unconnected molecules or ions with the total composition C2H4OS2 at a distorted geometry. Source: the Open Molecules 2025 dataset; level of theory: wB97M-V/def2-TZVPD.

Output
orbital gap (spin up / spin down) = 6.77 / 7.34 eV
<S²> = 2.0076

The geometry in ORCA input format:
```
! wB97M-V def2-TZVPD RIJCOSX def2/J DEFGRID3
* xyz 0 3
C 1.92 0.52 -0.23
C 0.57 0.87 0.14
O -0.26 -2.11 -0.14
S 3.23 0.80 -0.91
S 1.41 -2.44 -0.08
H 0.28 1.86 -0.37
H 0.63 1.22 1.18
H -0.02 -0.04 -0.17
H -0.68 -2.26 0.68
*
```

Atomic partial charges in e from the Löwdin method, atoms 1 to 8:
1 C -0.868
2 C -0.197
3 O -0.558
4 S 0.737
5 S 0.651
6 H 0.098
7 H 0.083
8 H 0.058

# 6
A molecular structure, C14H8O2Rb at a distorted geometry. Source: the Open Molecules 2025 dataset; level of theory: wB97M-V/def2-TZVPD.

Output
orbital gap = 8.35 eV

The geometry in ORCA input format:
```
! wB97M-V def2-TZVPD RIJCOSX def2/J DEFGRID3
* xyz 1 1
Rb 4.92 0.91 -1.66
C -0.72 -2.45 -2.80
C -2.02 -2.34 -2.34
C -2.28 -1.65 -1.16
C -1.30 -0.88 -0.50
C 0.00 -0.87 -1.10
C 0.31 -1.66 -2.29
C 1.07 0.04 -0.54
O 2.22 0.08 -1.03
C 0.76 0.92 0.63
C 1.80 1.70 1.13
C 1.61 2.39 2.38
C 0.36 2.37 2.97
C -0.68 1.57 2.44
C -0.47 0.82 1.26
C -1.54 -0.13 0.76
O -2.66 -0.21 1.28
H -0.49 -3.03 -3.68
H -2.71 -2.98 -2.86
H -3.17 -1.87 -0.59
H 1.31 -1.77 -2.68
H 2.78 1.62 0.68
H 2.39 2.98 2.85
H 0.09 2.90 3.88
H -1.61 1.54 2.99
*
```

Atomic partial charges in e from the Löwdin method, atoms 1 to 8:
1 Rb 0.994
2 C -0.066
3 C -0.038
4 C 0.017
5 C -0.073
6 C -0.047
7 C 0.022
8 C -0.233

Across the entries above, energy above the lowest of the compared OMol25 structures with the same formula, charge and spin takes the values 20.6, 59.9, 61.3, 34.4, 33.9, 11.1 kcal per mole, respectively.
Across the entries above, calculated total energy takes the values -7229.1146, -172006.0593, -15317.1305, -8338.9683, -25852.2037, -19393.0078 eV, respectively.